(1)
ORCA calculation (the ωB97M-V functional and the def2-TZVPD basis) on a molecular structure, C8H12CuF6N2O2P at a distorted geometry.

Computed properties:
- Net charge: -2
- Largest force on an atom: 0.082 hartree/bohr
- Total energy: -85803.554 eV
- HOMO level: -0.35 eV
- Frontier orbital gap: 5.8122 eV
- Energy above the lowest of the compared OMol25 structures with the same formula, charge and spin: 40.9 kcal/mol

```
32
Properties=species:S:1:pos:R:3:lowdin_charge:R:1
Cu 0.65090 0.99829 0.35125 0.291
O 0.06324 -0.26432 2.09409 -0.436
H -0.60146 -0.34421 2.80565 -0.101
O 2.64202 -0.00810 0.16224 -0.493
H 3.03287 -0.82126 -0.21262 -0.157
P 0.92463 4.29461 0.90507 0.102
F 1.85091 3.64552 2.10605 -0.188
F -0.07387 3.10466 1.28594 -0.173
F 0.19841 5.27905 1.97397 -0.175
F -0.05877 4.80426 -0.19852 -0.132
F 2.11454 5.27237 0.51318 -0.147
F 1.61599 3.22945 -0.13035 -0.182
N -0.10590 -2.66586 0.75606 0.047
C 0.79068 -3.13039 -0.17262 -0.138
C 0.59986 -4.45614 -0.36976 -0.206
C -0.47522 -4.87799 0.33642 -0.153
C -0.99769 -3.67819 0.99710 -0.127
H -0.12296 -1.75749 1.19729 0.043
H 1.57711 -2.49582 -0.55370 0.092
H 1.22289 -5.12131 -0.94922 0.079
H -0.79271 -5.90675 0.42159 0.059
H -1.76674 -3.53119 1.74097 0.079
N -2.05003 1.08636 -0.62926 0.030
C -1.46513 -0.13161 -0.90074 -0.161
C -0.48150 -0.02268 -1.89756 -0.130
C -0.50853 1.29323 -2.36479 -0.100
C -1.51861 1.95555 -1.57138 -0.138
H -2.86170 1.33263 -0.08097 0.147
H -1.83858 -1.05723 -0.48823 0.095
H 0.25000 -0.68961 -2.32945 0.097
H 0.11763 1.71499 -3.13708 0.088
H -1.93230 2.94917 -1.66060 0.090
```


(2)
ORCA calculation (the ωB97M-V functional and the def2-TZVPD basis) on 11 unconnected molecules or ions with the total composition C24H66F3O22 at a distorted geometry.

Computed properties:
- Net charge: -1
- Largest force on an atom: 0.071 hartree/bohr
- Total energy: -79149.467 eV
- HOMO level: -6.54 eV
- Frontier orbital gap: 8.7493 eV
- Energy above the lowest of the compared OMol25 structures with the same formula, charge and spin: 83.9 kcal/mol

```
115
Properties=species:S:1:pos:R:3:lowdin_charge:R:1
C 0.13737 -1.00960 0.14058 -0.350
O 0.19279 0.11146 -0.72289 -0.103
O 1.20497 -1.85675 -0.20955 -0.223
C -0.09837 -0.49929 1.66983 -0.537
F -1.39039 -0.20605 1.86333 0.127
F 0.19169 -1.46254 2.48715 0.177
F 0.70595 0.54356 2.01105 0.130
C -1.00851 0.74591 -1.21178 -0.211
C -0.79825 2.10733 -1.79453 -0.064
H -1.62320 2.73002 -2.14066 0.069
H -0.37025 2.77163 -1.04377 0.065
H -0.08692 2.13639 -2.61991 0.077
H -1.83540 0.88817 -0.51600 0.101
H -1.44366 0.14416 -2.00967 0.102
H -0.76831 -1.59595 -0.01441 0.137
C -4.76767 3.76331 1.05837 -0.275
C -4.13054 2.85758 0.03190 -0.224
O -3.69905 3.68057 -1.03916 -0.068
O -6.01724 4.32786 0.77678 -0.062
H -4.13062 4.63496 1.20837 0.119
H -4.77834 3.31718 2.05284 0.114
H -4.81136 2.06453 -0.27738 0.123
H -3.31823 2.33113 0.53300 0.107
H -4.41887 4.12670 -1.49129 0.089
H -6.04424 5.18574 1.20678 0.084
C -0.34489 -4.09510 -2.82110 -0.223
C -0.97819 -4.37859 -1.46019 -0.225
O 0.05296 -4.56540 -0.46909 -0.085
O 0.07814 -2.72283 -2.91072 -0.084
H -0.97592 -4.46583 -3.62884 0.105
H 0.63097 -4.54649 -3.00012 0.115
H -1.39956 -5.37859 -1.56289 0.105
H -1.75451 -3.66248 -1.19071 0.115
H 0.41749 -3.72655 -0.17744 0.026
H 0.42791 -2.41693 -2.07066 0.030
C 0.51243 4.22723 1.83010 -0.198
C -0.13054 3.34862 2.96025 -0.255
O -0.44809 4.22841 3.98456 -0.060
O 1.65045 4.85995 2.42024 -0.081
H -0.23278 5.00463 1.66158 0.115
H 0.62129 3.60341 0.94291 0.092
H 0.68472 2.70934 3.29899 0.087
H -0.89282 2.67321 2.57184 0.107
H 0.21923 4.91730 4.02575 0.078
H 2.16502 4.30059 3.00669 0.029
C -3.95633 -0.32302 3.95907 -0.220
C -2.99974 -1.45236 4.39211 -0.270
O -3.21434 -2.57552 3.62602 -0.048
O -3.21040 0.85223 3.66165 -0.070
H -4.67970 -0.07653 4.73629 0.108
H -4.65824 -0.65786 3.19533 0.115
H -2.92150 -1.67857 5.45551 0.118
H -1.96567 -1.15130 4.22427 0.099
H -2.53444 -3.21506 3.85034 0.082
H -2.49214 0.43143 3.18349 0.027
C 3.65754 0.57275 -1.94829 -0.182
C 3.34564 0.93373 -0.42794 -0.275
O 2.28017 1.79433 -0.32402 -0.058
O 2.65257 -0.22351 -2.63025 -0.060
H 4.58981 0.00956 -1.90608 0.095
H 3.94399 1.50290 -2.43909 0.108
H 4.21503 1.27893 0.13160 0.089
H 3.26046 0.05217 0.20744 0.087
H 1.57909 1.29688 -0.75138 0.037
H 2.37376 -0.89403 -2.00235 0.041
C -3.37083 0.69825 -5.27424 -0.208
C -3.01368 -0.64848 -4.50627 -0.223
O -1.81452 -1.19992 -5.02470 -0.042
O -4.53502 1.42460 -4.80585 -0.083
H -3.52928 0.72159 -6.35241 0.107
H -2.48532 1.32839 -5.19110 0.084
H -3.87672 -1.30940 -4.42609 0.108
H -2.91666 -0.40434 -3.44840 0.098
H -2.07726 -1.74213 -5.77208 0.089
H -5.21432 0.75859 -4.93467 0.068
C 4.25368 -2.85778 1.99744 -0.264
C 4.80423 -2.49241 0.69200 -0.275
O 3.98566 -2.75430 -0.40805 -0.024
O 2.95200 -2.44682 2.28763 -0.064
H 4.87204 -2.59957 2.85714 0.132
H 4.33204 -3.94497 1.99620 0.123
H 5.79744 -2.93580 0.62116 0.130
H 4.94921 -1.41383 0.75303 0.107
H 3.10835 -2.41336 -0.21913 0.025
H 2.56222 -2.25184 1.43227 0.051
C -0.63108 2.33829 -7.41546 -0.221
C 0.13580 1.66874 -6.19853 -0.217
O 0.41835 0.33022 -6.55872 -0.054
O 0.16678 2.31982 -8.59183 -0.090
H -1.13064 3.30705 -7.42331 0.114
H -1.45794 1.66158 -7.63102 0.098
H -0.50799 1.75046 -5.32278 0.090
H 1.06629 2.18846 -5.97009 0.113
H 0.95236 0.36301 -7.35582 0.079
H 0.56529 3.16128 -8.82578 0.081
C 4.09010 1.70032 2.97951 -0.224
C 4.44669 3.02789 3.77156 -0.165
O 3.19530 3.43448 4.34758 -0.103
O 3.96518 0.52749 3.75983 -0.054
H 4.72354 1.54858 2.10553 0.098
H 3.07603 1.88211 2.62356 0.104
H 4.76360 3.83842 3.11528 0.120
H 5.18305 2.85679 4.55679 0.111
H 2.87297 2.61113 4.72149 0.086
H 3.20171 0.04659 3.43202 0.070
C 0.51132 -4.55349 3.50890 -0.210
C 0.08945 -6.02536 3.75487 -0.222
O -0.37468 -6.32526 5.08060 -0.080
O 1.93513 -4.39400 3.69539 -0.103
H 0.02329 -3.81513 4.14510 0.107
H 0.37032 -4.38658 2.44102 0.103
H 0.93057 -6.69073 3.56019 0.116
H -0.62792 -6.21889 2.95736 0.111
H 0.41400 -6.24633 5.62222 0.077
H 2.38765 -3.65244 3.28684 0.007
```


(3)
ORCA calculation (the ωB97M-V functional and the def2-TZVPD basis) on C5H8N2S in the gas phase at a distorted geometry.

Computed properties:
- SMILES string: CSn1nccc1C
- Largest force on an atom: 0.052 hartree/bohr
- Total energy: -19128.995 eV
- HOMO level: -9.13 eV
- Frontier orbital gap: 9.9363 eV
- Energy above the lowest of the compared OMol25 structures with the same formula, charge and spin: 32.9 kcal/mol

```
16
Properties=species:S:1:pos:R:3:lowdin_charge:R:1
C 2.44270 -0.61312 0.66471 -0.336
C -1.67813 -1.61499 -0.21781 -0.143
C -1.98633 -0.24461 -0.07433 -0.062
C -0.85181 0.44719 -0.27329 -0.393
C -0.55588 1.91336 -0.23155 -0.055
H 3.53816 -0.53352 0.58574 0.039
H 2.09093 0.11807 1.38401 0.022
H 2.11009 -1.61055 0.90441 0.022
H -2.32479 -2.48682 -0.11520 0.106
H -2.97847 0.15726 0.13323 0.105
H -0.04387 2.28552 -1.15248 0.070
H -1.48055 2.51550 -0.01221 0.091
H 0.35330 2.05247 0.54224 0.113
N 0.08489 -0.46065 -0.59613 -0.495
N -0.40961 -1.70842 -0.55702 0.012
S 1.68937 -0.21669 -0.98429 0.904
```


(4)
ORCA calculation (the ωB97M-V functional and the def2-TZVPD basis) on 2 unconnected molecules or ions with the total composition CH4NO2 at a distorted geometry.

Computed properties:
- Net charge: -1
- Largest force on an atom: 0.022 hartree/bohr
- Total energy: -6686.251 eV
- HOMO level: -1.70 eV
- Frontier orbital gap: 6.4803 eV
- Energy above the lowest of the compared OMol25 structures with the same formula, charge and spin: 51.7 kcal/mol

```
8
Properties=species:S:1:pos:R:3:lowdin_charge:R:1
O 2.07617 1.09211 -1.03064 -0.106
H 1.33072 1.55946 -0.64505 0.013
C -0.95428 -0.02105 1.22811 -0.577
N -1.70710 -0.60580 0.09374 -0.106
O 0.25821 -0.19765 1.14316 -0.237
H 2.22536 0.32681 -0.46441 0.011
H -1.05769 -0.69297 -0.69472 0.006
H -2.17138 -1.46091 0.36982 -0.005
```


(5)
ORCA calculation (the ωB97M-V functional and the def2-TZVPD basis) on a gas-phase ion, C14H28N3O2P2S (charge +1) at a distorted geometry.

Computed properties:
- SMILES string: CCP(C)c1n[n+](S(C)(=O)=O)c(P(C)CC)c(C)c1CCN
- Net charge: +1
- Largest force on an atom: 0.132 hartree/bohr
- Total energy: -52937.166 eV
- HOMO level: -11.39 eV
- Frontier orbital gap: 6.8000 eV

```
50
Properties=species:S:1:pos:R:3:lowdin_charge:R:1
C 0.43000 4.01801 4.06298 -0.189
C 0.70213 3.36685 2.60152 -0.427
P 0.84020 1.48245 2.94422 0.951
C 2.66322 1.04075 3.35578 -0.290
C 0.28153 0.50591 1.38762 -0.297
N -0.84221 -0.28167 1.55234 0.025
N -1.28468 -1.00143 0.53403 -0.216
S -2.75497 -1.85114 1.06826 0.751
C -3.49140 -0.98800 2.57268 -0.113
O -3.84384 -1.81366 0.04639 -0.346
O -2.42494 -3.23396 1.58014 -0.334
C -0.81525 -1.17724 -0.81160 -0.210
P -1.59029 -2.31382 -2.11391 1.006
C -1.98752 -4.03171 -1.35017 -0.258
C -0.39630 -2.79090 -3.49232 -0.447
C -0.91357 -3.96465 -4.45281 -0.158
C 0.42980 -0.29713 -1.16190 -0.094
C 1.14881 -0.18048 -2.55389 -0.072
C 0.95668 0.55032 0.00055 -0.049
C 2.22786 1.49600 -0.20095 -0.136
C 1.81509 2.99483 -0.66625 -0.256
N 1.51002 3.08624 -2.12697 -0.030
H -0.63205 3.78371 4.43447 0.081
H 1.15424 3.59140 4.84838 0.071
H 0.55964 5.14553 4.07431 0.076
H -0.26966 3.49572 2.02695 0.075
H 1.62035 3.79390 2.09074 0.067
H 3.23428 2.03249 3.22027 0.055
H 2.78120 0.61072 4.39557 0.047
H 3.05739 0.34110 2.55194 0.035
H -3.56052 0.13868 2.42181 0.084
H -4.49008 -1.48952 2.76232 0.095
H -2.77547 -1.26160 3.42815 0.086
H -2.93781 -4.02098 -0.73424 0.032
H -1.08771 -4.34171 -0.72174 0.065
H -2.13826 -4.82441 -2.16003 0.055
H 0.60302 -3.06468 -3.00276 0.085
H -0.16567 -1.90145 -4.18403 0.072
H -0.68282 -4.96475 -3.93465 0.077
H -0.31474 -3.99503 -5.43077 0.093
H -2.03640 -3.93702 -4.61283 0.081
H 1.64221 -1.16880 -2.81596 0.087
H 1.87367 0.67993 -2.67186 0.068
H 0.32827 -0.00902 -3.34465 0.100
H 2.84863 1.63102 0.74055 0.087
H 2.95376 1.08045 -0.98964 0.125
H 0.92889 3.41057 -0.08993 0.096
H 2.75216 3.62894 -0.48232 0.131
H 0.49330 2.90956 -2.21904 0.076
H 1.59976 4.08969 -2.37676 0.084
```


(6)
ORCA calculation (the ωB97M-V functional and the def2-TZVPD basis) on S2 in the gas phase at a distorted geometry.

Computed properties:
- Largest force on an atom: 0.113 hartree/bohr
- Total energy: -21667.349 eV
- HOMO level: -9.29 eV
- Frontier orbital gap: 5.6300 eV
- Energy above the lowest of the compared OMol25 structures with the same formula, charge and spin: 38.0 kcal/mol

```
2
Properties=species:S:1:pos:R:3:lowdin_charge:R:1
S 1.02099 -0.45571 -0.26735 0.000
S -1.02099 0.45571 0.26735 0.000
```